[1]
16
Properties=species:S:1:pos:R:3:forces:R:3:nbo_charge:R:1 method="wB97M-V/def2-TZVPD" lumo_ev=0.366 e_homo_ha=-0.36504 smiles="CNC(=O)O.O.O" total_charge=0
H -0.975 -1.252 -2.267 0.9 -0.2 -0.3 0.19
C -1.391 -0.399 -1.754 -0.2 -0.9 0.3 -0.43
O 0.906 1.008 -1.413 0.3 -0.3 -0.2 -0.73
O 1.301 2.640 1.437 0.0 1.1 0.4 -0.95
H -2.392 -0.800 -1.642 -0.5 0.7 0.4 0.22
H 1.326 0.438 -2.072 0.0 0.0 0.2 0.50
O 1.093 0.275 0.730 0.2 -0.5 -0.5 -0.60
H 0.633 -2.461 2.199 0.2 0.1 1.0 0.46
H 1.418 2.803 2.381 0.1 -0.1 -0.2 0.46
H -0.596 -2.288 1.553 -0.8 0.2 0.3 0.46
H 1.964 1.997 1.176 -0.1 -0.2 0.2 0.49
C 0.479 0.317 -0.302 -0.2 0.0 0.4 0.89
H -1.351 0.446 -2.424 -0.1 0.4 0.1 0.21
H -1.361 -0.179 0.373 0.4 -0.2 -0.2 0.42
O -0.289 -2.319 2.473 0.7 -0.3 -1.3 -0.92
N -0.763 -0.225 -0.447 -0.8 0.1 -0.4 -0.66

***

[2]
14
Properties=species:S:1:pos:R:3:forces:R:3:nbo_charge:R:1 method="wB97M-V/def2-TZVPD" lumo_ev=-4.274 e_homo_ha=-0.53650 total_charge=+1
C -0.402 -0.687 0.544 0.3 3.3 0.2 0.14
C 0.164 -2.651 -0.765 -2.1 -0.6 0.2 -0.45
H 0.439 -2.111 -1.655 -0.4 0.1 -0.5 0.24
H -0.967 -3.017 -0.740 2.7 0.5 -0.5 0.25
H 0.921 -3.448 -0.658 -0.8 0.2 0.2 0.25
H 0.969 -2.078 1.038 -0.5 1.0 -0.1 0.44
H -1.003 -0.389 -0.291 -0.9 0.1 -0.1 0.23
O 0.051 1.757 -0.040 0.5 -4.5 -0.7 -1.16
H -0.185 3.825 -1.053 -0.3 0.9 -0.4 -0.06
N 0.287 -1.702 0.357 2.0 -3.2 1.0 -0.41
P -0.064 3.171 0.144 1.3 1.8 -0.7 1.43
H -0.989 3.462 1.006 -2.7 1.2 1.5 -0.10
H -0.179 0.131 1.288 -0.5 -1.6 -0.4 0.28
H 0.957 3.738 0.825 1.3 0.8 0.2 -0.09

***

[3]
14
Properties=species:S:1:pos:R:3:forces:R:3:nbo_charge:R:1 method="wB97M-V/def2-TZVPD" lumo_ev=0.652 e_homo_ha=-0.32814 smiles=NCCS.O total_charge=0
S 2.077 0.293 -1.166 -0.7 0.0 -1.1 -0.06
H -1.958 1.497 -0.110 0.0 0.2 0.1 0.34
H -2.363 0.449 1.013 0.2 -0.3 0.1 0.37
O -1.912 -1.990 1.805 0.5 0.4 0.1 -0.93
H -0.217 -0.595 0.823 0.7 0.1 -0.2 0.18
H 2.430 -0.312 -0.054 -0.1 -0.2 0.7 0.11
H -0.062 1.282 -1.614 0.2 0.0 -0.1 0.22
N -1.554 0.939 0.639 -0.4 -0.3 -0.7 -0.83
H -1.107 -0.774 -0.615 0.0 0.1 -0.6 0.19
H -2.376 -2.398 2.521 -0.9 -0.7 0.4 0.47
C 0.383 0.874 -0.704 1.2 0.2 0.2 -0.51
C -0.610 -0.018 -0.013 -0.7 0.1 1.3 -0.23
H -1.219 -1.562 2.319 0.3 0.3 -0.3 0.46
H 0.617 1.698 -0.031 -0.5 0.1 -0.1 0.23

***

[4]
13
Properties=species:S:1:pos:R:3:forces:R:3:nbo_charge:R:1 method="wB97M-V/def2-TZVPD" lumo_ev=0.968 e_homo_ha=-0.33217 smiles=CCN.S total_charge=0
S -2.087 1.565 -1.296 -0.7 0.7 -0.3 -0.35
H 2.215 -0.615 0.051 0.1 0.2 -0.1 0.21
H -0.331 -1.849 -0.446 0.0 0.0 0.0 0.35
H -0.951 2.243 -1.119 0.2 -0.2 0.0 0.13
H -0.238 0.535 1.298 -0.3 -0.4 -0.1 0.20
H 0.503 -1.072 1.598 0.3 0.7 0.1 0.17
H -1.443 -1.472 0.661 -0.2 0.0 -0.3 0.36
H 1.773 1.062 0.564 0.4 -0.6 0.3 0.22
N -0.796 -1.060 -0.004 0.4 0.0 0.2 -0.83
H -1.574 0.329 -1.280 0.4 -0.1 0.2 0.19
C 0.213 -0.344 0.821 -0.6 -0.6 0.2 -0.23
C 1.428 0.137 0.079 0.6 0.9 -0.2 -0.64
H 1.289 0.542 -0.927 -0.6 -0.6 -0.2 0.22

***

[5]
13
Properties=species:S:1:pos:R:3:forces:R:3:nbo_charge:R:1 method="wB97M-V/def2-TZVPD" lumo_ev=0.940 e_homo_ha=-0.32749 smiles=[H][H].C1CS1.N total_charge=0
H -0.685 2.239 -0.531 -0.4 -0.2 0.0 0.23
S 0.374 2.804 1.530 -0.3 0.0 0.5 0.10
H 0.985 0.632 0.536 -0.3 0.5 -0.5 0.22
H 0.767 -3.434 0.157 0.3 -0.3 -0.3 -0.01
H -0.039 0.353 1.879 -0.7 0.3 0.3 0.22
H 0.187 -0.008 -1.617 -0.3 0.0 -0.1 0.35
C 0.152 1.065 1.090 1.4 -0.7 0.2 -0.50
N -0.174 -0.958 -1.673 0.7 0.4 -0.4 -1.06
H 1.226 -3.896 -0.229 -0.3 0.3 0.3 0.01
H -0.738 -1.087 -0.848 0.0 -0.3 0.2 0.36
H -1.874 1.849 0.819 -0.4 0.3 0.3 0.23
C -0.858 1.959 0.503 0.9 -0.1 -0.7 -0.49
H 0.677 -1.517 -1.616 -0.4 -0.2 0.2 0.36

***

[6]
13
Properties=species:S:1:pos:R:3:forces:R:3:lowdin_spin:R:1 method="wB97M-V/def2-TZVPD" lumo_ev="-3.780 / -8.816" spin_multiplicity=2 e_homo_ha="-0.51811 / -0.51819" s_squared=0.75 total_charge=+1
H 1.313 -0.441 0.042 0.1 0.0 0.0 0.00
H 0.930 2.270 1.446 -0.1 0.0 0.3 0.02
S -0.814 0.747 1.820 0.1 -0.7 -0.9 0.82
H 2.299 0.996 -0.197 -0.1 0.0 0.0 0.00
H -0.903 -1.610 -2.105 -0.1 -0.2 -0.2 0.00
H -1.933 -2.531 -1.169 0.4 -0.1 -0.1 0.00
C 1.287 0.649 0.018 0.5 -0.4 0.3 0.00
H 0.640 0.925 -0.814 -0.1 0.3 0.3 0.00
H 1.525 0.778 2.201 -0.1 0.0 0.1 0.03
N -1.672 -1.591 -1.451 -0.4 0.3 0.8 0.00
H -1.053 -0.118 0.717 0.0 0.5 0.7 0.03
H -2.508 -1.248 -1.909 0.2 0.3 -0.2 0.00
C 0.889 1.174 1.402 -0.4 0.0 -1.0 0.10

***

What energy relative to the best compared isomer or geometry (same formula, charge and spin) values result from the calculations? In sequence: 1.076; 1.249; 0.397; 0.473; 1.720; 0.512 eV.
What strongest force on any atom values result from the calculations? In sequence: 1.52; 4.54; 1.51; 1.15; 1.52; 1.11 eV/A.